(1)
Below is an isolated molecule of C5H6S at a distorted geometry, with properties calculated with ωB97M-V/def2-TZVPD.

Last column: Löwdin charge in e.
Cartesian coordinates (Å):
C  1.4278  0.1761  -1.8799  -0.02
C  1.5857  1.0973  -1.0279  0.03
C  -0.5332  -0.1869  -0.1729  -0.23
C  -0.8974  0.0349  1.4645  -0.59
C  0.9080  -0.0639  -0.3217  -0.30
S  -1.6053  1.6809  1.8904  0.55
H  1.3783  -0.3939  -2.8453  0.11
H  -0.8981  -1.2608  -0.3386  0.13
H  -1.1071  0.5818  -0.7368  0.11
H  -1.6852  -0.7914  1.5627  0.08
H  -0.0676  -0.1234  2.1044  0.02
H  1.4941  -0.7507  0.3011  0.12

Highest occupied orbital energy (spin up / spin down) in eV: -9.2502 / -8.4609
Molar mass in g mol⁻¹: 98.2

---

(2)
Below is a structure of composition C19H15ClIrN4O7, with properties calculated with ωB97M-V/def2-TZVPD.

Last column: natural (NBO) charge in e.
Cartesian coordinates (Å):
Ir  -0.5729  0.7903  0.0168  1.29
Cl  1.0058  7.7779  0.9683  0.04
C  0.9216  6.0851  0.6342  -0.10
C  2.0873  5.3932  0.2513  -0.14
C  2.0511  4.0522  -0.0145  -0.23
C  0.8529  3.3165  0.0844  0.41
O  0.9298  2.0386  -0.2022  -0.63
C  -0.3213  4.0153  0.4699  -0.31
C  -1.6038  3.4264  0.5954  0.46
O  -1.9250  2.2253  0.4653  -0.58
C  -0.2545  5.4101  0.7347  -0.13
H  3.0186  5.9374  0.1679  0.24
H  2.9439  3.5207  -0.3133  0.23
H  -2.4287  4.1034  0.8295  0.18
H  -1.1566  5.9344  1.0230  0.24
O  -2.3106  0.2598  -3.5436  -0.55
C  -1.9039  0.2140  -2.4136  0.74
O  -1.1436  1.1444  -1.8616  -0.67
C  -2.1150  -1.0289  -1.5651  -0.07
C  -2.1328  -0.9629  -0.1709  -0.32
C  -2.0623  -2.1088  0.6084  -0.17
C  -1.9805  -3.3187  -0.0454  0.08
C  -2.0435  -3.4249  -1.4268  -0.17
C  -2.1065  -2.2681  -2.1904  -0.17
N  -1.7538  -4.5367  0.7569  0.52
O  -1.9928  -5.6013  0.2414  -0.33
O  -1.2918  -4.3748  1.8722  -0.39
H  -2.3746  -0.0081  0.3474  0.27
H  -2.0419  -2.0609  1.6880  0.27
H  -2.0103  -4.4039  -1.8846  0.26
H  -2.1154  -2.3122  -3.2710  0.26
C  1.6873  -2.3172  2.9656  -0.41
N  1.6553  -2.0020  1.5310  -0.37
C  2.3015  -2.7497  0.5887  0.13
C  2.2372  -2.4820  -0.7372  -0.35
C  1.4301  -1.3847  -1.1633  0.50
N  0.7730  -0.7178  -0.2189  -0.55
C  0.9124  -0.9545  1.1012  0.78
O  0.2773  -0.1532  1.8339  -0.62
N  1.2799  -1.0019  -2.4223  -0.72
H  2.5049  -3.0073  3.1505  0.23
H  0.7440  -2.7735  3.2591  0.24
H  1.8441  -1.4003  3.5267  0.24
H  2.8850  -3.5737  0.9746  0.25
H  2.7849  -3.0836  -1.4455  0.26
H  1.7643  -1.4703  -3.1684  0.43
H  0.7503  -0.1630  -2.6279  0.44

Highest occupied orbital energy in eV: -11.1708
Total charge: +1
Molar mass in g mol⁻¹: 639.0

---

(3)
Below is a structure of composition C28H30N4O2S2Ti at a distorted geometry, with properties calculated with ωB97M-V/def2-TZVPD.

Last column: natural (NBO) charge in e.
Cartesian coordinates (Å):
Ti  -0.4545  -0.2336  -0.2760  1.49
C  -0.5239  -1.9082  -2.8544  -0.41
N  -0.7079  -0.4564  -2.5750  -0.50
C  0.2594  0.2627  -3.4422  -0.21
C  0.8935  1.4702  -2.7998  -0.24
N  1.4008  1.1650  -1.4456  -0.47
C  2.6463  0.3796  -1.5092  -0.40
C  1.6701  2.3936  -0.7119  0.11
C  2.2733  3.4791  -1.3336  -0.18
C  2.5622  4.6307  -0.6164  -0.24
C  2.2508  4.6888  0.7341  -0.20
C  1.6522  3.6050  1.3536  -0.20
C  1.3561  2.4419  0.6425  -0.17
S  0.6094  1.0893  1.4772  -0.11
C  -2.1487  -0.0405  -2.6961  0.08
C  -3.0193  -1.0701  -3.2842  -0.26
C  -4.1479  -1.5132  -2.7319  -0.14
C  -4.9286  -0.8680  -1.6222  -0.22
C  -4.0041  1.0512  -1.3528  -0.20
C  -2.5949  0.9497  -1.9006  -0.10
S  -1.5262  1.8539  -0.8321  -0.17
H  0.4709  -2.1797  -2.5065  0.22
H  -1.2599  -2.4865  -2.3089  0.25
H  -0.5968  -2.1172  -3.9239  0.19
H  -0.2231  0.5466  -4.3816  0.21
H  1.0379  -0.4567  -3.6980  0.20
H  0.1842  2.2878  -2.7139  0.25
H  1.7088  1.8016  -3.4559  0.19
H  3.4224  0.9275  -2.0548  0.19
H  2.4623  -0.5784  -1.9927  0.20
H  2.9828  0.1842  -0.4935  0.22
H  2.5199  3.4343  -2.3862  0.20
H  3.0243  5.4747  -1.1112  0.21
H  2.4619  5.5835  1.3056  0.21
H  1.3906  3.6531  2.4030  0.22
H  -2.6833  -1.5629  -4.1884  0.21
H  -4.6812  -2.3048  -3.2496  0.21
H  -5.7998  -1.4649  -1.3586  0.22
H  -4.1414  2.0105  -0.8612  0.24
C  2.7179  -2.6765  0.7980  -0.66
C  1.3392  -2.1321  0.9718  0.45
O  0.8691  -1.5356  -0.1268  -0.77
C  0.6396  -2.2362  2.1275  -0.39
C  -0.7224  -1.7799  2.3374  0.33
C  -1.5316  -2.2760  3.4932  -0.66
N  -1.2297  -0.9680  1.4842  -0.38
N  -2.6194  -0.6156  1.4885  -0.38
C  -2.9722  -0.7851  0.2448  0.60
O  -2.1266  -1.3258  -0.5898  -0.77
C  -4.2316  -0.2066  -0.3702  -0.14
C  -5.2297  0.0913  0.7170  -0.14
C  -6.4112  0.7021  0.6190  -0.24
C  -7.0318  1.2593  -0.5831  -0.23
C  -6.5135  1.2085  -1.8089  -0.16
C  -5.2138  0.5725  -2.1831  -0.25
H  3.4083  -1.8589  0.5848  0.23
H  3.0603  -3.2076  1.6837  0.22
H  2.7368  -3.3531  -0.0584  0.23
H  1.1068  -2.7689  2.9443  0.22
H  -0.9994  -3.0427  4.0505  0.22
H  -1.7647  -1.4410  4.1559  0.25
H  -2.4843  -2.6699  3.1405  0.25
H  -4.9242  -0.2399  1.7016  0.23
H  -6.9783  0.8115  1.5364  0.21
H  -7.9879  1.7514  -0.4492  0.21
H  -7.0727  1.6660  -2.6177  0.21
H  -5.0718  0.6360  -3.2581  0.22

Highest occupied orbital energy in eV: -7.0747
Molar mass in g mol⁻¹: 566.6

---

Look up the molar mass of the first one. 98.2 g mol⁻¹